ORCA calculation (the ωB97M-V functional and the def2-TZVPD basis) on a single C3H5NOS molecule.

Output
Frontier orbital gap ... 10.0162 eV
E_LUMO ... 0.34 eV
E_HOMO ... -0.356 Ha
F_max ... 0.0793 Eh/bohr

Geometry (Å):
C -1.236 0.115 -0.629
C -0.790 -0.579 0.676
C 1.840 0.542 -0.049
H -1.530 1.094 -0.257
H -2.197 -0.231 -0.946
H -0.334 -0.073 -1.305
H -1.683 -0.678 1.290
H 2.800 0.750 -0.540
N 0.284 -1.083 1.184
O 1.262 1.348 0.716
S 1.584 -1.205 -0.140


ORCA calculation (the ωB97M-V functional and the def2-TZVPD basis) on 2 unconnected molecules or ions with the total composition FH3OP2.

Output
Frontier orbital gap (spin up / spin down) ... 8.1265 / 7.3055 eV
E_LUMO (spin up / spin down) ... -0.89 / -0.95 eV
E_HOMO (spin up / spin down) ... -0.331 / -0.304 Ha
F_max ... 0.0607 Eh/bohr

Geometry (Å):
O -0.046 0.992 0.865
F -1.149 -1.940 -1.887
P -0.024 0.446 -0.659
P -1.198 -1.375 -0.359
H 0.720 1.415 1.280
H 2.276 -0.306 -0.236
H -2.249 -0.527 -0.721


What is the F_max in the second record? 0.0607 Eh/bohr